[1]
Entry from OMol25: a 6-piece molecular cluster, C50H112BrIO10P2S overall (the ωB97M-V functional and the def2-TZVPD basis).

Each line ends with the Löwdin charge.
Positions of all 177 atoms, in Å:
C: -7.422 8.079 0.072  -0.1418
C: -6.051 8.783 0.719  -0.2467
C: -4.902 9.010 -0.435  -0.2321
C: -3.569 9.837 0.094  -0.1972
C: -2.921 9.251 1.481  -0.2150
C: -1.369 8.740 1.365  -0.2169
C: -1.086 7.614 0.209  -0.1972
C: -2.336 6.604 -0.106  -0.1512
C: -1.871 5.006 -0.285  -0.3082
O: -2.845 4.422 -1.220  -0.2230
C: -2.414 3.116 -1.741  -0.5535
Br: -3.532 1.722 -0.849  0.7438
C: -2.554 3.158 -3.394  -0.5450
C: -0.983 3.009 -3.953  -0.1735
O: -0.306 1.795 -3.480  -0.2009
C: 0.156 0.949 -4.612  -0.1489
C: 0.251 -0.653 -4.141  -0.1626
O: 0.254 -0.622 -2.661  -0.2186
C: -0.537 -1.728 -2.090  -0.2407
C: -0.006 -1.977 -0.524  -0.0872
O: -2.959 4.507 -3.750  -0.1686
C: -4.334 4.659 -4.197  -0.3881
C: -5.489 4.362 -3.041  -0.0701
C: -4.510 6.295 -4.522  -0.1829
P: -3.336 6.676 -5.999  0.7185
O: -3.433 5.557 -7.115  -0.3901
O: -1.690 6.893 -5.457  -0.2186
O: -3.868 8.213 -6.702  -0.2444
P: -3.525 1.716 -4.154  0.6132
O: -2.839 0.143 -3.735  -0.4555
I: -3.334 1.732 -6.656  0.4532
S: -2.133 4.248 1.450  0.7694
C: -1.691 5.512 2.813  -0.1592
O: -3.676 3.996 1.636  -0.4309
O: -1.313 2.955 1.676  -0.4155
H: -7.393 6.908 0.245  0.0786
H: -7.506 8.239 -1.088  0.0703
H: -8.372 8.505 0.634  0.0764
H: -6.360 9.852 1.101  0.0988
H: -5.703 8.050 1.568  0.1040
H: -4.654 7.954 -0.882  0.0808
H: -5.359 9.650 -1.332  0.1197
H: -3.964 10.935 0.345  0.1121
H: -2.796 9.979 -0.785  0.1131
H: -3.579 8.383 1.956  0.0912
H: -2.938 10.130 2.282  0.1185
H: -1.028 8.322 2.406  0.0951
H: -0.702 9.690 1.120  0.1215
H: -0.120 6.958 0.400  0.1132
H: -0.863 8.215 -0.797  0.1191
H: -3.179 6.584 0.711  0.1033
H: -2.762 6.906 -1.179  0.1249
H: -0.751 4.926 -0.620  0.1649
H: -1.304 2.955 -1.370  0.1360
H: -0.333 3.930 -3.561  0.1544
H: -1.007 3.132 -5.130  0.1124
H: 1.215 1.234 -5.020  0.1304
H: -0.589 0.957 -5.525  0.0705
H: -0.669 -1.268 -4.590  0.1272
H: 1.214 -1.173 -4.595  0.1251
H: -1.688 -1.520 -2.017  0.1091
H: -0.395 -2.723 -2.697  0.1148
H: 0.897 -1.286 -0.244  0.0876
H: -0.921 -1.784 0.191  0.0747
H: 0.231 -3.133 -0.464  0.0681
H: -4.588 4.149 -5.243  0.0992
H: -5.353 3.337 -2.491  0.0407
H: -5.487 5.248 -2.260  0.0886
H: -6.589 4.343 -3.495  0.1039
H: -5.635 6.550 -4.826  0.1310
H: -4.161 6.955 -3.592  0.1072
H: -1.493 7.878 -5.531  0.0821
H: -4.373 8.727 -5.979  0.0847
H: -3.559 -0.510 -4.034  0.0773
H: -0.633 5.977 2.573  0.0772
H: -2.469 6.417 2.839  0.0752
H: -1.743 5.034 3.897  0.1064
C: -9.528 13.258 6.205  -0.1163
C: -9.014 13.616 4.819  -0.2751
C: -8.778 12.395 3.927  -0.2294
C: -7.715 11.411 4.428  -0.2268
C: -6.324 12.007 4.657  -0.2684
C: -5.689 12.555 3.388  -0.1127
H: -8.804 12.654 6.761  0.0661
H: -9.713 14.168 6.784  0.0706
H: -10.467 12.700 6.141  0.0760
H: -8.098 14.210 4.909  0.0985
H: -9.753 14.264 4.332  0.1052
H: -8.507 12.743 2.923  0.1000
H: -9.724 11.852 3.810  0.1097
H: -7.635 10.591 3.703  0.1019
H: -8.057 10.951 5.363  0.1020
H: -5.673 11.222 5.060  0.1050
H: -6.363 12.793 5.418  0.0994
H: -5.600 11.773 2.627  0.0525
H: -4.685 12.932 3.603  0.0711
H: -6.270 13.381 2.970  0.0683
C: 5.794 -5.704 0.170  -0.1173
C: 4.884 -4.499 -0.013  -0.2605
C: 3.467 -4.872 -0.454  -0.2182
C: 3.365 -5.572 -1.814  -0.2215
C: 3.955 -4.798 -2.996  -0.2669
C: 3.254 -3.474 -3.257  -0.1152
H: 5.938 -6.247 -0.768  0.0649
H: 6.780 -5.381 0.520  0.0731
H: 5.381 -6.395 0.911  0.0557
H: 5.337 -3.801 -0.725  0.1007
H: 4.821 -3.964 0.942  0.1066
H: 2.853 -3.963 -0.466  0.0919
H: 3.020 -5.525 0.305  0.0993
H: 2.307 -5.778 -2.017  0.1122
H: 3.855 -6.551 -1.757  0.0812
H: 3.867 -5.421 -3.895  0.1061
H: 5.026 -4.625 -2.846  0.1000
H: 2.188 -3.628 -3.453  0.0677
H: 3.691 -2.984 -4.133  0.0709
H: 3.356 -2.790 -2.410  0.0708
C: 5.032 -9.978 -1.925  -0.1075
C: 3.598 -9.663 -1.529  -0.2643
C: 3.437 -9.338 -0.042  -0.2272
C: 3.804 -10.472 0.921  -0.2206
C: 3.034 -11.780 0.718  -0.2690
C: 1.536 -11.635 0.938  -0.1125
H: 5.406 -10.870 -1.413  0.0686
H: 5.093 -10.166 -3.002  0.0745
H: 5.695 -9.140 -1.690  0.0609
H: 2.947 -10.496 -1.813  0.1018
H: 3.259 -8.798 -2.112  0.0925
H: 2.402 -9.027 0.138  0.0955
H: 4.058 -8.466 0.199  0.0916
H: 3.640 -10.119 1.947  0.1023
H: 4.878 -10.682 0.845  0.0981
H: 3.419 -12.522 1.429  0.1059
H: 3.222 -12.185 -0.281  0.0990
H: 1.323 -11.272 1.948  0.0725
H: 1.044 -12.605 0.818  0.0700
H: 1.087 -10.945 0.219  0.0669
C: 10.588 -8.396 -2.678  -0.1160
C: 11.026 -8.832 -1.288  -0.2740
C: 10.219 -10.012 -0.742  -0.2268
C: 8.721 -9.751 -0.550  -0.2301
C: 8.373 -8.577 0.369  -0.2751
C: 8.857 -8.767 1.798  -0.1077
H: 9.554 -8.040 -2.683  0.0655
H: 11.222 -7.576 -3.032  0.0701
H: 10.674 -9.222 -3.391  0.0755
H: 10.973 -7.980 -0.602  0.0988
H: 12.082 -9.125 -1.333  0.1047
H: 10.659 -10.326 0.212  0.1009
H: 10.336 -10.866 -1.420  0.1096
H: 8.261 -10.663 -0.150  0.1094
H: 8.252 -9.583 -1.527  0.0927
H: 7.282 -8.462 0.385  0.0867
H: 8.773 -7.641 -0.035  0.0998
H: 8.433 -9.676 2.236  0.0766
H: 8.548 -7.918 2.415  0.0695
H: 9.947 -8.834 1.849  0.0666
C: -1.142 -6.306 4.935  -0.1163
C: -0.010 -5.505 4.311  -0.2721
C: 0.588 -6.169 3.068  -0.2268
C: 1.241 -7.536 3.304  -0.2241
C: 2.367 -7.554 4.342  -0.2676
C: 3.555 -6.687 3.956  -0.1080
H: -0.799 -7.282 5.290  0.0655
H: -1.555 -5.768 5.794  0.0702
H: -1.951 -6.465 4.215  0.0756
H: 0.767 -5.322 5.060  0.0990
H: -0.399 -4.520 4.025  0.1061
H: 1.323 -5.486 2.626  0.0940
H: -0.201 -6.289 2.315  0.1103
H: 1.635 -7.899 2.347  0.0938
H: 0.474 -8.259 3.606  0.1014
H: 2.715 -8.589 4.456  0.1019
H: 1.990 -7.248 5.323  0.0993
H: 3.975 -7.004 2.996  0.0590
H: 4.341 -6.768 4.713  0.0723
H: 3.277 -5.632 3.880  0.0684

HOMO energy ... -0.3073 Ha
Kohn-Sham gap ... 8.188 eV
SMILES ... CCCCCCCC[C@H](O[C@@H](Br)[C@](COCCOCC)(O[C@@H](C)CP(=O)(O)O)P(O)I)S(C)(=O)=O.CCCCCC.CCCCCC.CCCCCC.CCCCCC.CCCCCC
LUMO level ... -0.17 eV
Electronic energy ... -181688.3705 eV

[2]
Entry from OMol25: a 9-piece molecular cluster, C50H122F6N6O12P overall (the ωB97M-V functional and the def2-TZVPD basis).

Each line ends with the Löwdin charge.
Positions of all 197 atoms, in Å:
C: 4.884 0.772 -1.623  -0.0293
C: 5.112 2.059 -2.406  -0.1545
N: 3.934 2.607 -3.178  -0.2403
C: 4.261 3.892 -3.915  0.0556
C: 3.578 1.567 -4.226  -0.1642
C: 4.764 1.055 -5.081  -0.0401
C: 2.711 2.772 -2.331  -0.1023
C: 2.911 3.547 -1.045  -0.1993
O: 3.678 4.731 -1.225  -0.2087
C: 4.140 5.262 0.009  -0.0735
H: 4.661 -0.065 -2.284  0.0799
H: 4.099 0.827 -0.869  0.0581
H: 5.803 0.590 -1.067  0.0974
H: 5.947 2.137 -3.101  0.1318
H: 5.438 2.815 -1.684  0.1282
H: 4.962 3.585 -4.684  0.0957
H: 4.692 4.580 -3.195  0.1019
H: 3.376 4.333 -4.364  0.1202
H: 2.881 2.069 -4.895  0.1355
H: 3.096 0.702 -3.781  0.0915
H: 4.391 0.494 -5.935  0.0869
H: 5.393 0.399 -4.477  0.0777
H: 5.463 1.798 -5.464  0.0801
H: 2.295 1.825 -1.979  0.1141
H: 1.914 3.168 -2.958  0.1191
H: 3.343 2.848 -0.320  0.1092
H: 1.968 3.827 -0.563  0.1245
H: 4.818 4.545 0.476  0.0935
H: 3.263 5.426 0.646  0.0836
H: 4.585 6.244 -0.124  0.0997
C: 4.166 -5.091 -0.056  -0.0251
C: 2.733 -4.829 0.438  -0.1543
N: 2.555 -4.326 1.854  -0.2353
C: 3.292 -5.304 2.776  0.0275
C: 3.262 -3.009 2.092  -0.1633
C: 3.101 -2.394 3.485  -0.0618
C: 1.093 -4.154 2.231  -0.0591
C: 0.192 -5.280 1.767  -0.2183
O: 0.693 -6.529 2.174  -0.1927
C: -0.124 -7.606 1.771  -0.0785
H: 4.465 -6.045 0.364  0.0889
H: 4.760 -4.203 0.153  0.0753
H: 4.131 -5.148 -1.143  0.0912
H: 2.205 -5.781 0.405  0.1222
H: 2.137 -4.083 -0.093  0.1232
H: 3.038 -6.263 2.338  0.1013
H: 3.107 -5.189 3.841  0.1054
H: 4.372 -5.149 2.759  0.1117
H: 2.803 -2.296 1.408  0.0969
H: 4.317 -3.063 1.840  0.1222
H: 2.127 -1.933 3.645  0.0584
H: 3.869 -1.624 3.556  0.0784
H: 3.232 -2.995 4.388  0.0836
H: 0.789 -3.197 1.813  0.1172
H: 1.070 -4.186 3.319  0.1394
H: 0.037 -5.233 0.685  0.1273
H: -0.788 -5.109 2.223  0.1312
H: 0.359 -8.545 2.028  0.0979
H: -0.348 -7.652 0.699  0.0982
H: -1.119 -7.582 2.227  0.0983
C: -1.446 1.961 6.577  -0.0344
C: 0.100 2.010 6.653  -0.1256
N: 0.887 2.039 5.320  -0.2482
C: 0.800 0.646 4.733  0.0210
C: 0.152 2.959 4.346  -0.1557
C: 0.774 3.087 2.968  -0.0492
C: 2.293 2.557 5.536  -0.0643
C: 3.185 1.627 6.366  -0.1877
O: 3.639 0.596 5.539  -0.1984
C: 4.262 -0.465 6.236  -0.0811
H: -1.725 0.979 6.199  0.0668
H: -1.926 2.722 5.965  0.0756
H: -1.774 2.147 7.598  0.1012
H: 0.475 1.102 7.116  0.1167
H: 0.438 2.880 7.212  0.1350
H: 1.428 0.656 3.849  0.0940
H: -0.238 0.413 4.489  0.0964
H: 1.048 -0.124 5.461  0.1107
H: 0.162 3.942 4.819  0.1447
H: -0.856 2.563 4.295  0.0914
H: 0.791 2.095 2.506  0.0585
H: 1.793 3.460 2.878  0.0789
H: 0.182 3.728 2.314  0.0845
H: 2.184 3.497 6.076  0.1437
H: 2.673 2.777 4.542  0.1249
H: 2.513 1.220 7.127  0.1231
H: 3.991 2.282 6.705  0.1489
H: 3.520 -1.085 6.757  0.0958
H: 4.938 -0.121 7.021  0.1032
H: 4.740 -1.089 5.488  0.0772
C: -4.712 -0.702 5.436  -0.0434
C: -5.282 -0.845 4.022  -0.1544
N: -4.356 -1.558 3.076  -0.2407
C: -4.022 -2.976 3.442  0.0320
C: -5.015 -1.549 1.695  -0.1275
C: -6.284 -2.410 1.566  -0.0332
C: -2.982 -0.862 2.922  -0.0563
C: -2.986 0.567 2.311  -0.1758
O: -3.914 1.293 3.095  -0.2306
C: -3.867 2.709 2.955  -0.0639
H: -4.309 -1.609 5.881  0.0807
H: -5.464 -0.158 6.003  0.0982
H: -3.836 -0.045 5.456  0.0472
H: -5.664 0.082 3.620  0.1268
H: -6.125 -1.536 4.105  0.1324
H: -3.421 -2.888 4.346  0.0977
H: -3.520 -3.535 2.657  0.1028
H: -4.973 -3.427 3.718  0.1059
H: -4.241 -1.897 1.012  0.1185
H: -5.255 -0.506 1.502  0.1233
H: -7.179 -1.790 1.534  0.0844
H: -6.428 -3.244 2.249  0.0803
H: -6.289 -2.897 0.589  0.0932
H: -2.426 -1.443 2.184  0.1168
H: -2.463 -0.761 3.871  0.1135
H: -3.300 0.564 1.261  0.1333
H: -2.036 1.110 2.383  0.1023
H: -4.478 3.152 3.741  0.0994
H: -4.440 2.984 2.062  0.0901
H: -2.857 3.116 2.915  0.0704
C: 1.189 -4.633 -6.473  -0.0417
C: 0.007 -3.723 -6.251  -0.1504
N: -0.097 -3.146 -4.828  -0.2283
C: -1.294 -2.240 -4.798  0.0164
C: -0.434 -4.247 -3.842  -0.1776
C: -1.632 -5.141 -4.200  -0.0372
C: 1.182 -2.499 -4.316  -0.0528
C: 1.640 -1.276 -5.108  -0.2141
O: 1.943 -1.581 -6.421  -0.1938
C: 1.452 -0.637 -7.380  -0.0438
H: 2.117 -4.071 -6.425  0.0760
H: 1.071 -5.134 -7.433  0.0979
H: 1.170 -5.464 -5.764  0.0815
H: -0.974 -4.138 -6.474  0.1244
H: 0.040 -2.859 -6.911  0.1132
H: -2.180 -2.603 -5.319  0.1152
H: -1.087 -1.350 -5.396  0.0929
H: -1.616 -1.981 -3.790  0.0962
H: -0.644 -3.722 -2.907  0.1013
H: 0.471 -4.816 -3.625  0.1165
H: -2.450 -4.531 -4.592  0.0790
H: -2.148 -5.658 -3.393  0.0931
H: -1.408 -5.817 -5.026  0.0772
H: 1.882 -3.327 -4.205  0.1266
H: 0.953 -2.255 -3.276  0.1305
H: 2.445 -0.764 -4.559  0.1027
H: 0.854 -0.522 -4.948  0.1046
H: 1.854 -0.894 -8.354  0.1007
H: 1.836 0.352 -7.106  0.0866
H: 0.364 -0.589 -7.302  0.0946
C: -2.052 7.325 -1.911  -0.0356
C: -2.840 6.107 -2.445  -0.1623
N: -2.205 4.776 -2.191  -0.2574
C: -0.762 4.739 -2.692  0.0423
C: -2.213 4.513 -0.693  -0.1549
C: -1.671 3.153 -0.271  -0.0540
C: -2.963 3.678 -2.941  -0.0611
C: -4.494 3.662 -2.766  -0.1784
O: -4.814 3.719 -1.408  -0.2162
C: -6.177 3.981 -1.116  -0.0660
H: -2.614 8.245 -2.057  0.0944
H: -1.130 7.376 -2.486  0.0767
H: -1.866 7.252 -0.842  0.0762
H: -3.001 6.160 -3.523  0.1412
H: -3.842 6.090 -2.019  0.1235
H: -0.488 3.687 -2.771  0.0857
H: -0.247 5.393 -1.996  0.0987
H: -0.786 5.168 -3.693  0.1215
H: -3.149 4.837 -0.253  0.1267
H: -1.467 5.220 -0.319  0.1079
H: -2.240 2.331 -0.714  0.0812
H: -1.783 3.016 0.801  0.0515
H: -0.663 2.968 -0.636  0.0718
H: -2.547 2.744 -2.567  0.1034
H: -2.656 3.866 -3.968  0.1445
H: -4.822 2.739 -3.247  0.1512
H: -4.787 4.567 -3.310  0.1252
H: -6.877 3.264 -1.546  0.1011
H: -6.392 5.030 -1.332  0.0974
H: -6.262 3.853 -0.034  0.0831
O: -2.374 -3.550 0.560  -0.0353
C: -3.019 -3.728 -0.684  -0.8219
O: -3.969 -4.529 -0.721  -0.0183
O: -2.573 -3.015 -1.611  -0.0430
H: -1.729 -2.997 0.061  0.0520
O: -1.473 0.176 -2.735  0.0315
C: -1.019 0.932 -3.793  -0.8450
O: -1.770 1.153 -4.765  -0.0295
O: 0.181 1.345 -3.730  -0.0976
H: -0.666 0.225 -2.185  0.0200
P: 0.690 -0.443 0.176  0.2540
F: 1.589 -1.659 -0.405  -0.1430
F: -0.669 -1.286 0.147  -0.1105
F: 0.902 -0.809 1.772  -0.1800
F: -0.168 0.835 0.687  -0.1662
F: 2.004 0.529 0.345  -0.1752
F: 0.597 0.010 -1.396  -0.1491

HOMO energy ... -0.4596 Ha
Kohn-Sham gap ... 7.049 eV
Net charge ... +3
LUMO level ... -5.46 eV
Electronic energy ... -112911.7021 eV

What is the HOMO energy in the second record? -0.4596 Ha